1.
An isolated ion of composition C5H12NO and charge +1 at a distorted geometry, computed with ωB97M-V/def2-TZVPD.

The geometry in ORCA input format:
```
! RIJCOSX wB97M-V def2-TZVPD def2/J DEFGRID3
* xyz 1 1
C 0.502 0.809 1.537
O 0.108 1.625 0.259
C -0.427 -0.417 1.642
C -0.148 -1.545 0.542
C 0.407 -1.022 -0.775
C -0.364 -0.498 -1.735
N 0.085 0.702 -2.390
H 1.575 0.645 1.389
H 0.439 1.588 2.348
H -0.676 2.130 0.720
H -0.294 -0.838 2.602
H -1.396 -0.100 1.504
H 0.577 -2.210 1.057
H -1.165 -2.000 0.457
H 1.456 -1.046 -0.814
H -1.406 -0.741 -1.814
H -0.620 0.997 -3.021
H 1.042 0.710 -2.754
H 0.304 1.209 -0.754
*
```

E_LUMO, Ha: -0.1336
Relative energy (zero: lowest compared OMol25 entry of this formula, charge and spin), eV: 3.003


2.
An isolated ion of composition C5H12NO and charge +1 at a distorted geometry, computed with ωB97M-V/def2-TZVPD.

The geometry in ORCA input format:
```
! RIJCOSX wB97M-V def2-TZVPD def2/J DEFGRID3
* xyz 1 1
C -1.590 -1.381 -0.291
C -0.766 -0.140 -0.476
C -1.031 1.240 0.260
C 0.301 1.114 1.043
C 0.603 -0.174 0.219
N 1.754 0.125 -0.884
O 1.067 -1.333 0.777
H -1.921 -1.703 0.648
H -0.864 -2.117 -0.796
H -2.545 -1.257 -0.773
H -0.685 -0.008 -1.601
H -1.867 1.280 0.853
H -1.149 2.003 -0.477
H 1.100 1.863 0.809
H 0.501 0.871 2.076
H 2.644 0.472 -0.466
H 1.285 0.985 -1.414
H 1.848 -0.753 -1.261
H 1.318 -1.086 1.753
*
```

E_LUMO, Ha: -0.1321
Relative energy (zero: lowest compared OMol25 entry of this formula, charge and spin), eV: 1.959
SMILES: C[C@H]1CC[C@@]1([NH3+])O


3.
An isolated ion of composition C5H12NO and charge +2 at a distorted geometry, computed with ωB97M-V/def2-TZVPD.

The geometry in ORCA input format:
```
! RIJCOSX wB97M-V def2-TZVPD def2/J DEFGRID3
* xyz 2 2
C 1.607 0.319 1.321
O 1.139 -0.959 1.496
C 1.422 0.827 -0.089
C -0.079 1.170 -0.442
C -1.161 0.183 -0.042
C -2.118 -1.576 -1.401
N -1.034 -1.043 -0.897
H 2.734 0.308 1.491
H 1.184 0.976 2.118
H 1.402 -1.272 2.393
H 1.951 1.778 -0.134
H 1.852 0.055 -0.727
H -0.009 1.345 -1.522
H -0.317 2.192 -0.144
H -2.082 0.630 -0.410
H -1.160 -0.016 1.028
H -2.013 -2.001 -2.400
H -3.053 -1.237 -0.962
H -0.267 -1.678 -0.677
*
```

E_LUMO (alpha / beta), Ha: -0.3521 / -0.5102
Relative energy (zero: lowest compared OMol25 entry of this formula, charge and spin), eV: 2.984


4.
An isolated ion of composition C5H12NO2 and charge -1 at a distorted geometry, computed with ωB97M-V/def2-TZVPD.

The geometry in ORCA input format:
```
! RIJCOSX wB97M-V def2-TZVPD def2/J DEFGRID3
* xyz -1 1
C -1.580 -0.682 -0.488
C -0.708 0.297 0.278
C -1.450 1.615 0.469
N 0.479 0.544 -0.698
O 1.015 1.818 -0.285
C 1.738 -0.412 -0.368
C 1.176 -1.678 0.272
O 2.651 0.166 0.285
H -2.341 -0.839 0.276
H -2.099 -0.081 -1.266
H -1.034 -1.598 -0.840
H -0.379 0.038 1.224
H -1.187 2.170 -0.504
H -0.983 2.145 1.259
H -2.598 1.566 0.633
H 1.986 1.506 -0.043
H 2.018 -0.687 -1.487
H 0.800 -1.427 1.343
H 0.475 -2.131 -0.315
H 2.022 -2.331 0.255
*
```

E_LUMO, Ha: 0.1518
Relative energy (zero: lowest compared OMol25 entry of this formula, charge and spin), eV: 4.855
SMILES: CC(C)N(O)[C@H](C)[O-]


5.
A 2-piece molecular cluster, C5H12NO2 overall at a distorted geometry, computed with ωB97M-V/def2-TZVPD.

The geometry in ORCA input format:
```
! RIJCOSX wB97M-V def2-TZVPD def2/J DEFGRID3
* xyz -1 1
N -0.142 0.044 1.755
C -0.970 1.256 1.715
C -1.384 1.449 0.174
C -1.097 0.098 -0.515
C 0.125 -0.452 0.393
C 1.527 0.125 -0.238
O 1.441 -0.499 -1.347
H -0.698 -0.683 2.361
H -1.896 1.021 2.277
H -0.488 2.116 1.956
H -2.332 1.894 -0.003
H -0.816 2.367 -0.280
H -1.925 -0.662 -0.460
H -0.913 0.118 -1.595
H 0.161 -1.505 0.276
H 1.510 1.134 -0.407
H 2.430 -0.268 0.282
H 2.029 -1.824 -1.795
H 1.267 -3.023 -2.213
O 2.169 -2.706 -2.336
*
```

E_LUMO, Ha: 0.1379
Relative energy (zero: lowest compared OMol25 entry of this formula, charge and spin), eV: 4.067


6.
C5H12NO2 as an isolated structure at a distorted geometry, computed with ωB97M-V/def2-TZVPD.

The geometry in ORCA input format:
```
! RIJCOSX wB97M-V def2-TZVPD def2/J DEFGRID3
* xyz -1 1
C -1.564 0.432 -0.928
N -0.481 0.571 -1.942
C 0.441 0.631 -0.929
C 0.897 1.788 -0.086
O 1.410 1.493 1.157
C 1.257 -0.650 -0.766
O 1.970 -0.759 0.602
C -1.487 -0.620 0.300
H -2.597 0.210 -1.521
H -1.878 1.424 -0.500
H 0.429 -2.091 2.704
H 0.154 -2.677 2.256
H 1.581 1.825 -0.878
H 0.139 2.667 0.046
H 1.676 0.358 0.943
H 0.534 -1.443 -0.936
H 2.061 -0.590 -1.470
H -0.702 -0.375 1.032
H -1.324 -1.485 -0.084
H -2.515 -0.708 0.998
*
```

E_LUMO, Ha: 0.1485
Relative energy (zero: lowest compared OMol25 entry of this formula, charge and spin), eV: 8.146


7.
A 4-piece molecular cluster, C5H12NO2 overall at a distorted geometry, computed with ωB97M-V/def2-TZVPD.

The geometry in ORCA input format:
```
! RIJCOSX wB97M-V def2-TZVPD def2/J DEFGRID3
* xyz 1 1
C -1.347 0.455 -1.389
C 1.666 2.845 0.887
C -0.428 -1.682 -1.193
C -2.520 -1.103 -0.124
C 1.842 1.371 0.572
N -1.490 -0.711 -0.993
O -1.245 1.527 -1.761
O 0.892 0.688 0.390
H 0.788 2.971 1.636
H 2.616 3.333 1.077
H 1.126 3.186 -0.044
H 0.054 -1.607 -2.116
H -0.745 -2.783 -1.037
H 0.428 -1.477 -0.333
H -1.998 -1.535 0.765
H -3.208 -1.826 -0.545
H -2.973 -0.282 0.323
H 2.850 0.908 0.607
H 2.205 -2.233 1.910
H 1.488 -2.043 1.367
*
```

E_LUMO, Ha: -0.1652
Relative energy (zero: lowest compared OMol25 entry of this formula, charge and spin), eV: 4.302


8.
A 2-piece molecular cluster, C5H12NO2 overall at a distorted geometry, computed with ωB97M-V/def2-TZVPD.

The geometry in ORCA input format:
```
! RIJCOSX wB97M-V def2-TZVPD def2/J DEFGRID3
* xyz 1 1
C 1.012 -1.602 1.630
C 1.082 -0.478 0.637
C 1.399 1.768 -1.359
C 0.628 -0.464 -0.647
C -1.702 -0.773 0.264
N -2.034 0.628 -0.265
O -1.756 -0.919 1.434
O 0.534 0.644 -1.448
H 0.046 -1.370 2.155
H 1.729 -1.568 2.536
H 1.392 0.479 1.123
H 1.277 2.301 -2.340
H 2.526 1.586 -1.192
H 1.069 2.536 -0.710
H 0.310 -1.389 -1.106
H -1.844 -1.562 -0.464
H -2.850 0.347 -0.847
H -2.410 1.284 0.464
H -1.335 1.068 -0.837
H 0.925 -2.516 0.975
*
```

E_LUMO, Ha: -0.1456
Relative energy (zero: lowest compared OMol25 entry of this formula, charge and spin), eV: 3.562


9.
An isolated ion of composition C5H12NO2 and charge +1 at a distorted geometry, computed with ωB97M-V/def2-TZVPD.

The geometry in ORCA input format:
```
! RIJCOSX wB97M-V def2-TZVPD def2/J DEFGRID3
* xyz 1 1
N 1.571 0.510 -0.693
C 0.219 -0.231 -0.445
C 0.237 -1.529 -1.235
O 0.971 -1.273 -2.447
C -0.060 -0.276 0.998
C -0.621 0.978 1.675
C -2.075 1.340 1.399
O -2.321 1.118 0.220
H 1.840 1.066 0.124
H 2.199 -0.299 -0.828
H 1.516 1.002 -1.578
H -0.540 0.375 -0.928
H -0.828 -1.752 -1.398
H 0.864 -2.248 -0.710
H 0.471 -1.567 -3.215
H 0.772 -0.667 1.572
H -0.843 -1.088 1.146
H -0.471 0.836 2.764
H -0.073 1.916 1.520
H -2.828 1.789 2.058
*
```

E_LUMO, Ha: -0.1231
Relative energy (zero: lowest compared OMol25 entry of this formula, charge and spin), eV: 1.545
SMILES: [NH3+][C@@H](CO)CCC=O


10.
A single C5H12NO2P molecule at a distorted geometry, computed with ωB97M-V/def2-TZVPD.

The geometry in ORCA input format:
```
! RIJCOSX wB97M-V def2-TZVPD def2/J DEFGRID3
* xyz 0 1
C 1.624 -0.964 0.487
C 0.815 -0.347 -0.736
C 2.859 -0.150 0.828
C -1.818 1.367 0.969
C -3.297 0.233 -0.549
N -2.197 0.380 0.324
O -2.315 -2.375 -0.347
O -0.373 -1.064 -0.926
P -1.322 -1.489 0.319
H 0.900 -1.038 1.432
H 1.878 -2.038 0.290
H 0.614 0.652 -0.711
H 1.486 -0.476 -1.705
H 2.656 0.954 0.867
H 3.091 -0.413 1.961
H -2.247 2.411 0.864
H 3.748 -0.349 0.200
H -1.159 1.262 1.795
H -2.954 -0.461 -1.321
H -4.193 -0.105 0.125
H -3.674 1.158 -0.892
*
```

E_LUMO, Ha: 0.0037
Relative energy (zero: lowest compared OMol25 entry of this formula, charge and spin), eV: 1.987


11.
A 2-piece molecular cluster, C5H12NO3 overall at a distorted geometry, computed with ωB97M-V/def2-TZVPD.

The geometry in ORCA input format:
```
! RIJCOSX wB97M-V def2-TZVPD def2/J DEFGRID3
* xyz 1 1
C -1.636 -0.181 0.024
C 0.467 -2.028 1.246
C 1.319 -0.170 -2.248
C -0.429 2.493 0.241
C -0.429 0.308 -0.749
N -0.106 -0.714 1.537
O -2.383 0.569 0.596
O 0.126 -0.530 -1.537
O 0.088 1.476 -0.627
H -1.850 -1.240 -0.166
H -0.294 -2.662 0.796
H 1.292 -1.922 0.548
H 0.832 -2.525 2.146
H 1.179 0.761 -2.799
H 1.518 -0.991 -2.933
H 2.150 -0.050 -1.550
H 0.272 3.323 0.153
H -0.476 2.140 1.272
H -1.429 2.802 -0.067
H 0.610 -0.066 1.855
H -0.819 -0.791 2.262
*
```

E_LUMO, Ha: -0.1709
Relative energy (zero: lowest compared OMol25 entry of this formula, charge and spin), eV: 2.395


12.
C5H12NOS as an isolated structure at a distorted geometry, computed with ωB97M-V/def2-TZVPD.

The geometry in ORCA input format:
```
! RIJCOSX wB97M-V def2-TZVPD def2/J DEFGRID3
* xyz 1 1
C 1.130 -1.380 -1.152
C -0.358 -1.772 -0.890
C 1.301 -0.014 -0.324
C -0.985 -0.445 -0.235
C -0.219 1.833 1.084
N 0.160 0.033 0.564
O -0.233 2.519 -0.006
S -1.696 1.608 2.005
H 1.765 -2.194 -0.733
H 1.354 -1.140 -2.155
H -0.960 -1.967 -1.680
H -0.542 -2.672 -0.288
H 2.189 -0.037 0.269
H 1.204 0.831 -1.034
H -1.379 0.119 -1.093
H -1.987 -0.514 0.323
H 0.699 1.933 1.594
H 0.241 -0.416 1.415
H -0.810 2.281 -0.710
H -0.872 1.394 3.047
*
```

E_LUMO, Ha: -0.1193
Relative energy (zero: lowest compared OMol25 entry of this formula, charge and spin), eV: 1.200


13.
C5H12NP as an isolated structure at a distorted geometry, computed with ωB97M-V/def2-TZVPD.

The geometry in ORCA input format:
```
! RIJCOSX wB97M-V def2-TZVPD def2/J DEFGRID3
* xyz 0 1
C 1.544 0.166 1.283
C 2.421 0.288 0.081
C 0.827 -0.020 -0.019
C 0.462 -1.429 -0.396
C 0.031 1.021 -0.530
N -3.413 -0.637 0.499
P -2.285 0.359 -0.124
H 1.605 -0.780 1.910
H 1.335 1.071 1.898
H 2.601 1.057 -0.645
H 3.076 -0.580 -0.135
H -0.716 -1.482 -0.553
H 0.708 -1.997 0.439
H 0.953 -1.808 -1.394
H -0.088 1.166 -1.646
H 0.039 2.078 -0.124
H -3.915 -0.160 1.188
H -2.577 -0.107 -1.511
H -2.610 1.795 -0.221
*
```

E_LUMO (alpha / beta), Ha: -0.0104 / -0.0104
Relative energy (zero: lowest compared OMol25 entry of this formula, charge and spin), eV: 4.849